Entry from the OMol25 dataset: C56H41GeHfN8OSe as an isolated structure at a distorted geometry (ωB97M-V/def2-TZVPD).

Computed properties:
multiplicity = 2
E_LUMO (spin up / spin down) = -10.52 / -11.99 eV
total charge = +4
Kohn-Sham gap (spin up / spin down) = 0.2181 / 0.1640 Eh
⟨S²⟩ = 0.7857
energy above the lowest of the compared OMol25 structures with the same formula, charge and spin = 0.00 kcal/mol
E_HOMO (spin up / spin down) = -16.456 / -16.456 eV
maximum force = 0.069 Eh/bohr

Geometry as XYZ:
```
109
C56H41GeHfN8OSe, DFT ωB97M-V/def2-TZVPD
Hf 0.452 0.875 1.195
C 1.306 -2.082 2.663
C 0.473 -1.697 3.701
C 0.661 -0.466 4.298
C 1.678 0.399 3.813
C 2.516 -0.040 2.850
C 2.350 -1.257 2.260
H 1.336 -3.151 2.269
H -0.287 -2.358 3.972
H -0.054 -0.230 5.120
H 2.008 1.241 4.378
H 3.424 0.434 2.602
H 3.021 -1.579 1.477
C 2.530 -10.049 -7.350
O 1.362 -9.602 -6.627
C 1.465 -8.536 -5.923
C 0.434 -8.270 -4.983
C 0.517 -7.266 -4.082
C 1.546 -6.271 -4.254
C 2.534 -6.482 -5.274
C 2.521 -7.617 -6.122
C 1.465 -5.042 -3.449
N 0.372 -4.840 -2.777
C 0.563 -3.607 -2.198
C 1.683 -3.033 -2.678
N 2.336 -4.015 -3.448
C 2.215 -1.796 -2.096
C 3.430 -1.170 -2.537
C 3.799 0.014 -1.907
C 3.013 0.506 -0.853
N 1.873 0.009 -0.479
C 1.414 -1.129 -1.093
C 0.132 -1.723 -0.775
N -0.559 -1.088 0.198
C -1.706 -1.578 0.589
C -2.265 -2.751 0.050
C -1.595 -3.418 -0.958
C -0.340 -2.908 -1.296
H 3.374 -9.772 -6.719
H 2.568 -9.668 -8.377
H 2.406 -11.123 -7.442
H -0.439 -8.896 -5.015
H -0.351 -7.078 -3.350
H 3.248 -5.672 -5.538
H 3.185 -7.543 -7.049
H 3.070 -3.977 -4.120
H 3.969 -1.544 -3.402
H 4.721 0.658 -2.087
H 3.379 1.337 -0.246
H -2.308 -0.968 1.241
H -3.252 -3.052 0.360
H -1.902 -4.344 -1.420
Se 1.143 7.678 -2.498
N 0.195 6.272 -2.771
C 0.670 5.362 -1.954
C 0.005 4.048 -1.878
C -1.116 3.762 -2.681
C -1.721 2.545 -2.511
C -1.293 1.679 -1.477
N -0.301 2.022 -0.637
C 0.385 3.165 -0.901
C 1.526 3.555 -0.043
N 1.857 2.670 0.975
C 2.768 3.075 1.873
C 3.460 4.337 1.844
C 3.114 5.175 0.846
C 2.208 4.759 -0.168
C 1.753 5.689 -1.099
N 2.188 6.918 -1.266
H -1.426 4.492 -3.451
H -2.503 2.098 -3.100
H -1.777 0.717 -1.347
H 2.994 2.322 2.629
H 4.124 4.522 2.628
H 3.439 6.194 0.713
C -4.236 0.040 6.065
C -3.378 -0.821 5.419
C -2.669 -0.357 4.299
C -2.800 0.943 3.902
C -3.681 1.830 4.570
C -4.442 1.389 5.631
Ge -1.957 1.627 2.281
C -3.303 2.466 1.129
C -4.032 1.740 0.205
C -5.056 2.381 -0.528
C -5.212 3.777 -0.542
C -4.410 4.539 0.324
C -3.477 3.846 1.142
C -0.638 3.029 2.743
C -0.502 4.212 1.996
C 0.079 5.328 2.608
C 0.487 5.329 3.940
C 0.392 4.137 4.603
C -0.161 3.027 4.104
H -4.783 -0.228 6.963
H -3.261 -1.844 5.800
H -2.009 -0.994 3.700
H -3.723 2.906 4.364
H -5.073 2.130 6.133
H -3.972 0.635 0.201
H -5.761 1.763 -1.066
H -5.985 4.259 -1.096
H -4.580 5.603 0.445
H -3.134 4.462 1.977
H -0.908 4.351 1.010
H 0.026 6.240 2.027
H 0.789 6.182 4.504
H 0.657 4.116 5.659
H -0.271 2.117 4.654
```